(1)
# C38H47Br2Cl2N4P2SSi2Tl

A structure of composition C38H47Br2Cl2N4P2SSi2Tl in a non-equilibrium geometry (wB97M-V/def2-TZVPD, the OMol25 dataset).

Summary:
- Relative energy (zero: lowest compared OMol25 entry of this formula, charge and spin): 44.81 kcal/mol
- Total charge: -2
- Kohn-Sham gap: 3.52 eV
- E_HOMO: -0.01 eV

Last column: Mulliken charge in e.
Geometry (Å):
Tl (0.12660, -0.46600, -0.37230)  0.77
C (3.18660, -0.16860, 1.86370)  -0.49
P (1.52740, 0.33600, 2.47800)  1.36
C (1.75090, -0.13850, 4.27580)  -1.55
C (1.76710, 2.14300, 2.73180)  -0.55
C (2.93250, 2.67880, 3.25890)  -0.55
C (3.01760, 4.03180, 3.53070)  -0.97
C (1.93930, 4.85510, 3.26050)  -0.68
C (0.79490, 4.33500, 2.67940)  -0.88
C (0.69520, 2.97790, 2.40140)  -0.16
P (-0.72710, 2.12030, 1.57180)  3.07
C (-1.77340, 3.60850, 1.20740)  -1.84
C (-1.54220, 1.70790, 3.20280)  -1.95
H (3.39620, 0.38460, 0.94980)  -0.26
H (3.10090, -1.21970, 1.58470)  -0.26
H (3.98370, -0.03460, 2.59870)  0.61
H (2.06530, -1.17820, 4.31080)  0.47
H (0.79740, -0.04870, 4.79530)  0.28
H (2.48730, 0.48250, 4.78340)  0.50
H (3.78000, 2.03710, 3.46560)  0.34
H (3.92580, 4.44620, 3.94720)  0.38
H (1.99440, 5.91160, 3.49130)  0.38
H (-0.01630, 5.01010, 2.44620)  0.29
H (-1.24980, 4.26280, 0.51390)  0.33
H (-2.04550, 4.15710, 2.10870)  0.57
H (-2.67290, 3.24890, 0.71720)  0.29
H (-1.26150, 2.43110, 3.96860)  0.46
H (-1.23170, 0.71320, 3.51680)  0.18
H (-2.61940, 1.72690, 3.05770)  0.65
C (5.34930, 1.34730, -1.87400)  -1.43
Si (3.41980, 1.39230, -1.80590)  0.42
C (2.97590, 2.67800, -0.45940)  -1.06
C (2.92330, 2.23060, -3.47900)  -1.37
N (2.73000, -0.09300, -1.38100)  0.66
C (2.98230, -1.28010, -1.96730)  0.21
C (3.61580, -1.38470, -3.21940)  -0.56
C (3.93000, -2.58870, -3.80360)  -0.96
C (3.59690, -3.77210, -3.15400)  -1.08
C (2.95530, -3.71690, -1.93850)  -0.51
C (2.62360, -2.51070, -1.29420)  0.32
N (2.00670, -2.47680, -0.09360)  0.65
Si (1.80700, -3.80450, 0.94870)  0.34
C (1.10890, -3.22250, 2.63480)  -0.23
C (3.50940, -4.57250, 1.45230)  -1.49
C (0.71470, -5.28300, 0.35070)  -1.36
H (5.78130, 2.32040, -2.08950)  0.36
H (5.68460, 0.65510, -2.64060)  0.36
H (5.76420, 1.00000, -0.93210)  0.32
H (2.77300, 3.64910, -0.90250)  0.61
H (3.77560, 2.81930, 0.26120)  0.52
H (2.09160, 2.37120, 0.08980)  -0.26
H (3.00190, 3.31570, -3.43960)  0.39
H (1.89410, 1.98630, -3.72510)  0.23
H (3.54030, 1.88710, -4.30590)  0.47
H (3.86710, -0.46610, -3.73020)  0.19
H (4.43530, -2.60680, -4.76150)  0.33
H (3.82660, -4.72780, -3.61120)  0.33
H (2.69810, -4.63690, -1.43610)  0.18
H (0.82920, -2.17360, 2.58680)  -0.69
H (1.84760, -3.33410, 3.42700)  0.39
H (0.22670, -3.78630, 2.92580)  0.34
H (3.93130, -4.04470, 2.30340)  0.30
H (4.22270, -4.49520, 0.63880)  0.41
H (3.42570, -5.62040, 1.72400)  0.37
H (-0.14670, -5.45400, 0.99120)  0.34
H (1.27580, -6.21400, 0.29010)  0.40
H (0.33010, -5.07370, -0.64350)  0.30
Br (-2.36100, 3.99920, -5.32230)  -0.24
C (-1.80330, 3.13350, -3.69700)  -0.33
C (-0.51910, 3.38840, -3.21500)  -1.03
C (-0.20770, 2.81600, -1.98950)  -0.38
N (-1.01900, 2.05070, -1.29370)  0.62
C (-2.26290, 1.79600, -1.77470)  0.73
C (-2.68790, 2.35980, -2.99830)  -1.33
C (-3.11030, 0.98490, -0.94960)  0.94
C (-4.32290, 0.42960, -1.41700)  -1.09
C (-5.06750, -0.32460, -0.55520)  -0.34
Br (-6.76250, -1.01530, -1.10480)  -0.21
C (-4.63860, -0.55370, 0.74960)  -0.81
C (-3.42990, 0.01780, 1.10870)  -0.83
N (-2.68420, 0.76630, 0.32200)  0.63
H (0.18290, 4.00720, -3.75060)  0.51
H (0.75600, 3.00020, -1.54310)  0.51
H (-3.69510, 2.21080, -3.35240)  0.51
H (-4.63380, 0.55040, -2.44300)  0.41
H (-5.19760, -1.16810, 1.43600)  0.44
H (-3.04880, -0.15040, 2.10470)  0.51
Cl (-1.61180, -2.29940, 1.34000)  0.05
C (-2.65550, -3.46070, 0.59130)  0.03
C (-3.24130, -4.40450, 1.41060)  -0.54
C (-4.04990, -5.39480, 0.87300)  -0.64
C (-4.24870, -5.42340, -0.50120)  -0.51
C (-3.66840, -4.46350, -1.30010)  0.14
Cl (-3.93280, -4.57570, -3.00580)  -0.26
C (-2.85150, -3.41810, -0.80780)  -0.13
S (-2.18990, -2.22080, -1.82560)  -0.03
H (-3.04520, -4.36010, 2.47400)  0.39
H (-4.50070, -6.14680, 1.50560)  0.33
H (-4.84230, -6.20130, -0.96020)  0.39

Atomic forces in eV per Å
Tl 1.166 -0.543 -0.499
C -0.175 0.082 0.229
P 1.107 -0.244 0.774
C -0.249 -0.018 -0.263
C -0.128 -0.058 -0.130
C 0.004 0.021 0.128
C 0.206 0.041 0.058
C -0.031 0.177 -0.043
C 0.036 0.188 0.014
C -0.016 -0.089 -0.131
P 0.292 0.903 0.898
C 0.168 -0.206 0.005
C -0.005 -0.059 -0.258
H 0.032 -0.184 -0.079
H 0.070 0.009 -0.183
H -0.036 0.101 0.099
H -0.011 -0.093 0.028
H -0.052 0.000 0.105
H 0.095 0.040 -0.049
H 0.008 -0.046 0.015
H 0.075 0.029 0.044
H 0.016 0.072 -0.028
H -0.104 0.018 -0.033
H 0.041 0.123 -0.042
H -0.031 0.099 0.037
H -0.159 0.035 -0.023
H -0.073 0.010 0.020
H -0.046 -0.121 0.099
H -0.136 -0.044 0.108
C -0.575 -0.017 -0.026
Si 0.297 -0.335 0.166
C 0.053 -0.279 -0.460
C 0.030 -0.282 0.359
N -0.496 1.876 0.426
C 0.393 -0.835 -0.556
C -0.308 0.266 0.545
C 0.186 -0.879 -0.316
C 0.440 0.139 -0.848
C -0.155 0.329 0.437
C 0.383 -0.226 -0.735
N -1.053 -0.054 1.441
Si 0.366 0.016 -0.034
C 0.118 -0.132 -0.311
C -0.415 0.175 -0.233
C 0.246 0.456 0.039
H 0.062 0.323 -0.071
H 0.037 -0.141 -0.171
H -0.006 -0.077 0.264
H -0.022 0.311 -0.090
H 0.182 -0.060 0.175
H -0.177 -0.084 0.108
H 0.092 0.247 0.083
H -0.216 -0.110 -0.076
H 0.133 -0.114 -0.112
H 0.036 0.167 -0.134
H 0.022 -0.050 -0.118
H 0.021 -0.071 -0.007
H -0.091 -0.242 0.060
H -0.093 0.070 0.001
H 0.195 -0.050 0.060
H -0.148 -0.080 0.047
H 0.050 0.184 0.181
H 0.140 0.007 -0.268
H -0.057 -0.313 0.103
H -0.159 0.005 0.203
H 0.155 -0.129 0.027
H -0.085 0.101 -0.222
Br 0.080 -0.273 0.324
C 0.740 0.744 -0.311
C -0.764 -0.227 -0.103
C 0.253 0.322 -0.432
N -1.499 -0.291 -0.430
C 1.669 1.511 -1.201
C -0.188 -0.616 0.780
C -1.408 -1.434 1.655
C 0.937 0.523 -0.198
C -0.449 -0.276 0.857
Br 0.335 0.033 0.003
C -0.106 0.084 -0.750
C -0.315 -0.223 0.223
N -0.678 0.385 -1.361
H 0.048 -0.005 -0.015
H 0.234 0.003 0.022
H -0.037 -0.021 -0.087
H -0.012 0.019 -0.014
H -0.055 -0.039 0.048
H -0.031 0.023 0.059
Cl -0.111 -0.401 0.217
C -0.241 -0.231 -0.166
C -0.045 -0.077 0.160
C -0.008 -0.011 -0.041
C -0.012 -0.081 0.177
C 0.129 0.012 0.194
Cl -0.175 -0.092 -0.300
C -0.031 0.113 0.001
S 0.156 0.237 -0.206
H 0.005 -0.038 0.026
H -0.005 -0.013 0.052
H -0.061 -0.015 -0.017

(2)
# C2H3NS

A cluster of 2 separate species, C2H3NS in total in a non-equilibrium geometry (wB97M-V/def2-TZVPD, the OMol25 dataset).

Summary:
- Relative energy (zero: lowest compared OMol25 entry of this formula, charge and spin): 118.25 kcal/mol
- Kohn-Sham gap (spin up / spin down): 6.35 / 6.38 eV
- E_HOMO (spin up / spin down): -9.05 / -9.06 eV

Last column: Mulliken charge in e.
Geometry (Å):
C (1.88858, 0.79382, 0.10340)  0.14
C (1.27780, -0.25351, 0.10976)  -0.39
N (-2.02277, -0.43670, 0.17440)  -0.50
S (0.41952, -1.64167, 0.27615)  -0.13
H (2.41734, 1.69633, 0.06353)  0.39
H (-2.45194, -0.71927, -0.72633)  0.24
H (-1.52854, 0.56100, -0.00092)  0.25

Atomic forces in eV per Å
C -0.442 -0.756 -0.130
C 0.190 0.511 0.278
N 2.969 1.567 -0.070
S -2.545 0.866 -0.395
H 0.390 0.572 -0.043
H 0.745 0.158 0.171
H -1.306 -2.918 0.187

(3)
# C5H8NS

The ion C5H8NS with charge +1 in a non-equilibrium geometry (wB97M-V/def2-TZVPD, the OMol25 dataset).

Summary:
- Relative energy (zero: lowest compared OMol25 entry of this formula, charge and spin): 46.16 kcal/mol
- Total charge: +1
- Kohn-Sham gap: 9.26 eV
- E_HOMO: -14.02 eV

Last column: Mulliken charge in e.
Geometry (Å):
C (0.74225, 0.21947, 0.17118)  0.35
C (3.16999, -0.25239, -0.00963)  -0.20
C (-0.35233, -0.81844, -0.17182)  -0.52
C (-1.66067, -0.29861, 0.41668)  -0.64
C (-1.84716, 1.03837, -0.20640)  -0.58
N (1.97818, -0.02955, 0.06675)  0.04
S (0.06024, 1.75827, 0.22690)  -0.06
H (3.90540, 0.10258, -0.85895)  0.27
H (3.54344, -0.77148, 0.89028)  0.28
H (-0.67097, -0.78730, -1.29056)  0.29
H (-0.13710, -1.77898, 0.15256)  0.38
H (-2.57277, -0.89890, 0.11291)  0.30
H (-1.53788, -0.30151, 1.45235)  0.37
H (-2.01722, 1.00558, -1.24215)  0.38
H (-2.60341, 1.81290, 0.28988)  0.35

Atomic forces in eV per Å
C -1.539 -0.871 -2.179
C 3.606 -0.223 0.077
C -1.462 1.516 -2.253
C -1.038 -0.772 -1.489
C 0.493 2.877 3.624
N -2.424 0.640 -0.226
S -1.903 0.801 -0.099
H -1.801 -1.005 1.348
H 0.742 0.387 -0.502
H 1.707 -0.335 1.437
H 0.710 -1.859 0.374
H 1.223 0.158 0.424
H -0.440 0.341 1.840
H 0.282 0.151 -1.473
H 1.843 -1.806 -0.903

Repeat the third record exactly.
# C5H8NS

The ion C5H8NS with charge +1 in a non-equilibrium geometry (wB97M-V/def2-TZVPD, the OMol25 dataset).

Summary:
- Relative energy (zero: lowest compared OMol25 entry of this formula, charge and spin): 46.16 kcal/mol
- Total charge: +1
- Kohn-Sham gap: 9.26 eV
- E_HOMO: -14.02 eV

Last column: Mulliken charge in e.
Geometry (Å):
C (0.74225, 0.21947, 0.17118)  0.35
C (3.16999, -0.25239, -0.00963)  -0.20
C (-0.35233, -0.81844, -0.17182)  -0.52
C (-1.66067, -0.29861, 0.41668)  -0.64
C (-1.84716, 1.03837, -0.20640)  -0.58
N (1.97818, -0.02955, 0.06675)  0.04
S (0.06024, 1.75827, 0.22690)  -0.06
H (3.90540, 0.10258, -0.85895)  0.27
H (3.54344, -0.77148, 0.89028)  0.28
H (-0.67097, -0.78730, -1.29056)  0.29
H (-0.13710, -1.77898, 0.15256)  0.38
H (-2.57277, -0.89890, 0.11291)  0.30
H (-1.53788, -0.30151, 1.45235)  0.37
H (-2.01722, 1.00558, -1.24215)  0.38
H (-2.60341, 1.81290, 0.28988)  0.35

Atomic forces in eV per Å
C -1.539 -0.871 -2.179
C 3.606 -0.223 0.077
C -1.462 1.516 -2.253
C -1.038 -0.772 -1.489
C 0.493 2.877 3.624
N -2.424 0.640 -0.226
S -1.903 0.801 -0.099
H -1.801 -1.005 1.348
H 0.742 0.387 -0.502
H 1.707 -0.335 1.437
H 0.710 -1.859 0.374
H 1.223 0.158 0.424
H -0.440 0.341 1.840
H 0.282 0.151 -1.473
H 1.843 -1.806 -0.903

Among the records above, which one has the highest relative energy (zero: lowest compared OMol25 entry of this formula, charge and spin)?
C2H3NS

Which value of relative energy (zero: lowest compared OMol25 entry of this formula, charge and spin) does entry 2 give?
118.25 kcal/mol